1.
An isolated molecule of C20H23NO4. Source: OMol25; level of theory: wB97M-V/def2-TZVPD.

The geometry in XYZ format:
```
48
Properties=species:S:1:pos:R:3:forces:R:3
C -2.544380 -5.411038 -7.278526 -0.08 0.01 0.25
C -2.639653 -4.666099 -5.952755 0.17 0.11 -0.30
C -1.937816 -3.310873 -6.010414 -0.20 -0.19 0.45
C -2.021252 -2.572943 -4.676205 0.05 0.26 -0.28
C -1.462439 -1.150031 -4.726114 0.09 -0.15 0.04
C 0.018485 -1.049138 -5.097270 -0.06 0.00 0.42
C 0.940172 -1.777034 -4.120022 0.21 0.06 -0.70
O 0.735241 -1.344829 -2.776826 -0.21 -0.09 0.28
C 1.342717 -0.212795 -2.404858 0.21 0.19 -0.08
O 2.075079 0.425325 -3.121612 -0.07 -0.07 0.03
C 1.019676 0.160883 -1.004305 -0.06 0.04 0.19
C 1.666521 1.258472 -0.444340 -0.14 -0.20 -0.15
C 1.398067 1.652075 0.852404 -0.06 0.12 0.22
C 0.471459 0.934115 1.597564 0.17 -0.24 -0.48
O 0.094683 1.274779 2.884668 -0.33 -0.06 -0.17
C 0.962252 1.788356 3.777131 0.57 0.11 0.20
O 2.137380 1.958111 3.579286 -0.31 -0.07 0.01
C 0.286868 2.098764 5.061125 -0.11 0.10 0.30
C 1.057328 2.539155 6.136966 -0.15 -0.07 -0.18
C 0.426572 2.831268 7.332055 -0.02 -0.05 -0.11
C -0.951044 2.670113 7.402523 0.23 0.09 0.16
N -1.690110 2.256791 6.386269 -0.55 -0.02 0.14
C -1.090901 1.978875 5.245275 0.36 -0.08 -0.35
C -0.188438 -0.160154 1.043969 0.06 0.25 0.36
C 0.084610 -0.545808 -0.251210 0.16 0.10 -0.14
H -3.004445 -4.830910 -8.075584 -0.03 0.03 -0.13
H -3.051493 -6.371062 -7.216499 -0.02 -0.11 -0.09
H -1.504126 -5.589170 -7.542861 0.10 -0.04 -0.08
H -2.188828 -5.271983 -5.163114 -0.05 0.00 0.08
H -3.690916 -4.518153 -5.694996 -0.01 -0.01 0.10
H -0.893017 -3.467956 -6.285058 0.07 0.02 -0.11
H -2.399114 -2.699867 -6.790041 0.04 0.06 -0.10
H -1.501036 -3.147576 -3.907921 -0.03 -0.08 0.10
H -3.070625 -2.511434 -4.376234 -0.01 -0.07 0.07
H -2.034475 -0.569859 -5.453942 -0.06 0.06 0.04
H -1.608280 -0.686764 -3.747261 -0.05 0.10 -0.05
H 0.303053 0.005010 -5.113679 0.07 -0.05 -0.10
H 0.191667 -1.457001 -6.093253 0.07 0.01 -0.07
H 1.984468 -1.597008 -4.397098 -0.16 -0.12 0.07
H 0.742420 -2.849813 -4.107412 0.04 0.07 0.03
H 2.382198 1.798608 -1.045104 0.05 0.05 -0.03
H 1.904696 2.501507 1.280196 0.01 0.00 0.01
H 2.125534 2.640370 6.012909 0.06 0.01 -0.01
H 0.985771 3.174085 8.188353 0.03 0.02 0.08
H -1.493489 2.881831 8.314607 0.05 0.04 0.12
H -1.732711 1.648469 4.440359 0.04 -0.03 -0.09
H -0.909745 -0.692077 1.644663 -0.07 -0.05 0.06
H -0.421397 -1.393062 -0.685815 -0.04 -0.06 -0.01
```
Forces are in eV/Å.

Kohn-Sham gap, eV: 9.3687
SMILES string: CCCCCCCOC(=O)c1ccc(OC(=O)c2cccnc2)cc1
Relative energy (zero: lowest compared OMol25 entry of this formula, charge and spin), kcal/mol: 22.0
Multiplicity: 1
Lowest unoccupied orbital energy, eV: -0.050

Let us look at the Mulliken charges, expressed in e, one per atom: atom 1 (C): -1.287, atom 2 (C): -0.383, atom 3 (C): -0.495, atom 4 (C): -0.662, atom 5 (C): -0.716, atom 6 (C): -0.764, atom 7 (C): -0.679, atom 8 (O): -0.332, atom 9 (C): 0.511, atom 10 (O): -0.632, atom 11 (C): 0.252, atom 12 (C): -0.756, atom 13 (C): -0.274, atom 14 (C): 0.507, atom 15 (O): -0.298, atom 16 (C): 0.670, atom 17 (O): -0.582, atom 18 (C): 0.048, atom 19 (C): -0.414, atom 20 (C): -0.405, atom 21 (C): -0.298, atom 22 (N): -0.626, atom 23 (C): -0.075, atom 24 (C): -0.642, atom 25 (C): -0.475, atom 26 (H): 0.318, atom 27 (H): 0.391, atom 28 (H): 0.323, atom 29 (H): 0.324, atom 30 (H): 0.321, atom 31 (H): 0.282, atom 32 (H): 0.288, atom 33 (H): 0.252, atom 34 (H): 0.406, atom 35 (H): 0.384, atom 36 (H): 0.299, atom 37 (H): 0.392, atom 38 (H): 0.438, atom 39 (H): 0.390, atom 40 (H): 0.440, atom 41 (H): 0.460, atom 42 (H): 0.438, atom 43 (H): 0.468, atom 44 (H): 0.390, atom 45 (H): 0.375, atom 46 (H): 0.502, atom 47 (H): 0.446, atom 48 (H): 0.479

2.
A cluster of 2 separate species, C20H23NO5 in total at a distorted geometry. Source: OMol25; level of theory: wB97M-V/def2-TZVPD.

The geometry in XYZ format:
```
49
Properties=species:S:1:pos:R:3:forces:R:3
O 5.550582 -2.457425 -2.311047 -4.20 2.18 -0.22
C 4.434915 -1.912308 -2.448507 1.52 0.07 -0.17
N 3.203178 -2.702707 -2.765644 -0.34 0.30 0.93
C 2.040488 -1.905156 -3.202835 -1.05 1.81 0.07
O 0.929549 -2.248594 -3.651666 4.39 0.58 1.81
C 2.518985 -0.413871 -2.906444 2.03 3.92 0.75
C 3.990024 -0.383730 -2.404610 -1.84 1.49 -0.50
C 4.736491 0.904224 -1.989371 -4.03 0.12 -1.53
C 3.933549 2.249742 -2.132529 -1.63 -2.53 -0.86
C 2.452657 2.302387 -2.665229 2.20 -3.92 0.43
C 1.766124 0.951398 -3.039498 1.32 -0.64 0.12
C 0.239817 0.845982 -3.554811 -1.74 0.09 0.14
C -0.125762 0.856240 -5.058143 -3.15 -0.54 2.77
C -1.652596 0.698026 -5.413739 1.05 -0.01 3.79
C -2.705685 0.548772 -4.256250 2.99 0.15 0.60
C -2.320508 0.542222 -2.750863 3.53 0.41 -2.70
C -0.821877 0.697124 -2.401022 -1.18 0.04 -3.59
H 2.976838 -3.166426 -1.860387 0.05 -0.36 -1.25
H 5.803206 0.851076 -1.600101 -1.70 0.19 -0.65
H 4.395350 3.264257 -1.853037 -0.59 -1.94 -0.42
H 1.897074 3.301514 -2.774847 0.96 -1.86 0.22
H 0.669617 0.933842 -5.887257 -1.42 -0.11 1.64
H -2.008807 0.678589 -6.508917 0.68 0.04 2.05
H -3.802208 0.400770 -4.524543 1.73 0.29 0.31
H -3.049154 0.409534 -1.882721 0.95 0.23 -1.67
H -0.477168 0.704704 -1.303264 -0.53 -0.03 -2.01
C -3.193079 2.108384 3.786636 0.30 0.05 -0.21
O -1.962652 1.410283 3.809936 -0.40 -0.19 0.22
C -1.602389 0.954776 5.111139 0.27 -0.17 -0.44
C -1.013543 -0.452944 5.054822 -0.07 0.00 0.19
O -1.958654 -1.485601 4.770994 0.08 0.23 -0.23
C -2.511950 -1.516745 3.454226 0.06 -0.26 -0.02
C -1.513296 -1.863694 2.350384 -0.16 0.47 0.12
O -0.644802 -0.764992 2.094303 0.28 -0.27 0.26
C 0.680989 -1.155992 1.791299 -0.25 0.23 -0.07
H -3.065525 3.111392 4.208183 -0.20 0.00 0.04
H -3.510873 2.195627 2.743943 0.14 0.04 0.11
H -3.971117 1.565865 4.331692 -0.02 0.03 0.09
H -2.464355 0.958568 5.787781 -0.01 -0.02 -0.08
H -0.847789 1.645936 5.501754 0.04 -0.08 0.24
H -0.621525 -0.685106 6.050686 -0.18 -0.01 -0.02
H -0.161662 -0.508790 4.376342 -0.11 0.20 -0.15
H -3.049843 -0.595054 3.235458 0.20 0.11 -0.14
H -3.264225 -2.311570 3.477191 0.14 -0.04 0.08
H -2.054094 -2.079725 1.422043 -0.13 -0.21 0.07
H -0.947658 -2.756514 2.646084 0.00 0.09 0.00
H 1.042488 -1.919562 2.487814 -0.01 -0.07 -0.05
H 1.322376 -0.278936 1.891703 -0.10 0.01 -0.08
H 0.738502 -1.525790 0.762869 0.16 -0.14 -0.02
```
Forces are in eV/Å.

Kohn-Sham gap, eV: 7.7632
SMILES string: O=C1NC(=O)c2c1cccc2-c1ccccc1.COCCOCCOC
Relative energy (zero: lowest compared OMol25 entry of this formula, charge and spin), kcal/mol: 271.1
Multiplicity: 1
Lowest unoccupied orbital energy, eV: -1.067

Let us look at the Mulliken charges, expressed in e, one per atom: atom 1 (O): -0.531, atom 2 (C): 0.229, atom 3 (N): -0.321, atom 4 (C): 0.304, atom 5 (O): -0.510, atom 6 (C): 0.425, atom 7 (C): -0.021, atom 8 (C): -0.573, atom 9 (C): -0.360, atom 10 (C): -0.533, atom 11 (C): 0.381, atom 12 (C): 0.275, atom 13 (C): -0.283, atom 14 (C): -0.449, atom 15 (C): -0.344, atom 16 (C): -0.495, atom 17 (C): -0.210, atom 18 (H): 0.310, atom 19 (H): 0.392, atom 20 (H): 0.310, atom 21 (H): 0.370, atom 22 (H): 0.326, atom 23 (H): 0.307, atom 24 (H): 0.302, atom 25 (H): 0.332, atom 26 (H): 0.374, atom 27 (C): -0.843, atom 28 (O): -0.242, atom 29 (C): -0.551, atom 30 (C): -0.250, atom 31 (O): -0.474, atom 32 (C): -0.301, atom 33 (C): -0.592, atom 34 (O): -0.265, atom 35 (C): -0.876, atom 36 (H): 0.313, atom 37 (H): 0.229, atom 38 (H): 0.390, atom 39 (H): 0.361, atom 40 (H): 0.377, atom 41 (H): 0.414, atom 42 (H): 0.062, atom 43 (H): 0.092, atom 44 (H): 0.418, atom 45 (H): 0.391, atom 46 (H): 0.375, atom 47 (H): 0.424, atom 48 (H): 0.245, atom 49 (H): 0.296

3.
A cluster of 2 separate species, C20H23NO5 in total at a distorted geometry. Source: OMol25; level of theory: wB97M-V/def2-TZVPD.

The geometry in XYZ format:
```
49
Properties=species:S:1:pos:R:3:forces:R:3
O 5.417496 -2.087585 -2.362431 0.83 -0.09 0.46
C 4.304031 -1.696674 -2.495658 -0.73 0.07 -0.33
N 3.195301 -2.573087 -2.761014 0.01 0.44 0.58
C 2.060643 -1.784650 -3.108951 0.65 0.82 0.33
O 1.018622 -2.199222 -3.496383 -0.78 -0.55 -0.08
C 2.458392 -0.353527 -2.903456 0.01 0.61 -0.16
C 3.779721 -0.301758 -2.507474 0.18 -0.21 -0.06
C 4.419723 0.884284 -2.203012 -0.07 0.01 -0.11
C 3.677913 2.050443 -2.329181 -0.07 0.15 -0.01
C 2.349185 2.028143 -2.750724 0.27 -0.51 0.03
C 1.720159 0.821286 -3.042776 -0.44 -0.33 -0.33
C 0.285980 0.758861 -3.456932 0.24 0.13 0.41
C -0.086359 0.770298 -4.793429 -0.38 -0.08 0.15
C -1.433297 0.674186 -5.117142 0.00 0.03 0.24
C -2.388620 0.571580 -4.113583 -0.21 -0.10 -0.01
C -2.020766 0.562015 -2.776750 0.63 0.03 -0.03
C -0.672346 0.660522 -2.449699 -0.20 0.06 -0.39
H 3.021615 -3.122843 -1.923552 0.00 -0.73 -0.53
H 5.447973 0.884358 -1.876827 0.10 0.05 -0.01
H 4.114131 3.012227 -2.103742 0.17 0.02 0.06
H 1.801604 2.950997 -2.851273 -0.12 0.11 0.01
H 0.657221 0.823513 -5.572563 0.15 0.04 -0.07
H -1.747964 0.669693 -6.148503 0.01 0.00 -0.14
H -3.432651 0.472912 -4.376861 -0.05 0.04 -0.05
H -2.737516 0.464472 -1.976698 -0.23 0.02 -0.05
H -0.356344 0.658534 -1.417070 0.01 -0.03 0.13
C -3.217646 2.227695 3.920654 0.14 0.04 -0.03
O -2.003664 1.509793 3.928576 -0.20 -0.26 -0.04
C -1.684760 0.934361 5.184778 0.12 0.15 -0.12
C -1.091196 -0.450506 5.038656 0.10 -0.05 0.03
O -2.008098 -1.460689 4.649892 -0.02 -0.03 0.04
C -2.498681 -1.471340 3.318806 -0.10 0.00 0.00
C -1.481994 -1.844675 2.261469 0.00 0.16 -0.16
O -0.567200 -0.788062 2.019184 0.09 -0.01 0.34
C 0.741590 -1.219608 1.727872 -0.10 0.08 -0.15
H -3.114561 3.185901 4.441835 -0.09 0.00 0.04
H -3.479415 2.418520 2.880782 0.05 0.04 0.00
H -4.027238 1.649598 4.379521 0.00 0.02 0.04
H -2.572683 0.877927 5.823508 -0.03 -0.01 -0.02
H -0.943630 1.577313 5.677389 -0.03 -0.06 0.15
H -0.748568 -0.754457 6.030928 -0.03 -0.01 0.01
H -0.213346 -0.437449 4.390072 -0.08 0.12 -0.14
H -2.997996 -0.533501 3.069205 0.15 0.09 -0.06
H -3.262363 -2.252756 3.313456 0.02 -0.01 0.03
H -2.014688 -2.060737 1.325997 -0.04 -0.16 0.05
H -0.953076 -2.750579 2.577821 0.02 0.01 0.02
H 1.076575 -1.993425 2.427218 -0.01 -0.03 -0.03
H 1.403334 -0.359738 1.826633 -0.03 0.03 -0.06
H 0.805456 -1.602562 0.701433 0.09 -0.09 0.03
```
Forces are in eV/Å.

Kohn-Sham gap, eV: 8.9416
SMILES string: O=C1NC(=O)c2c1cccc2-c1ccccc1.COCCOCCOC
Relative energy (zero: lowest compared OMol25 entry of this formula, charge and spin), kcal/mol: 65.7
Multiplicity: 1
Lowest unoccupied orbital energy, eV: -0.318

Let us look at the Mulliken charges, expressed in e, one per atom: atom 1 (O): -0.531, atom 2 (C): 0.164, atom 3 (N): -0.295, atom 4 (C): 0.358, atom 5 (O): -0.508, atom 6 (C): 0.551, atom 7 (C): -0.404, atom 8 (C): -0.747, atom 9 (C): -0.564, atom 10 (C): -0.622, atom 11 (C): 0.655, atom 12 (C): 0.182, atom 13 (C): -0.120, atom 14 (C): -0.691, atom 15 (C): -0.378, atom 16 (C): -0.737, atom 17 (C): -0.296, atom 18 (H): 0.299, atom 19 (H): 0.513, atom 20 (H): 0.413, atom 21 (H): 0.526, atom 22 (H): 0.450, atom 23 (H): 0.378, atom 24 (H): 0.375, atom 25 (H): 0.421, atom 26 (H): 0.610, atom 27 (C): -0.811, atom 28 (O): -0.254, atom 29 (C): -0.552, atom 30 (C): -0.275, atom 31 (O): -0.456, atom 32 (C): -0.333, atom 33 (C): -0.578, atom 34 (O): -0.286, atom 35 (C): -0.833, atom 36 (H): 0.322, atom 37 (H): 0.232, atom 38 (H): 0.367, atom 39 (H): 0.358, atom 40 (H): 0.368, atom 41 (H): 0.401, atom 42 (H): 0.093, atom 43 (H): 0.134, atom 44 (H): 0.403, atom 45 (H): 0.380, atom 46 (H): 0.372, atom 47 (H): 0.415, atom 48 (H): 0.248, atom 49 (H): 0.284

4.
A structure of composition C20H23PSe2Sr at a distorted geometry. Source: OMol25; level of theory: wB97M-V/def2-TZVPD.

The geometry in XYZ format:
```
47
Properties=species:S:1:pos:R:3:forces:R:3
C 0.774230 -1.716464 -4.052460 1.62 -0.82 1.02
C 0.075106 1.569203 -3.609903 -0.08 -0.33 0.77
C -0.668922 -1.703381 -3.904697 -1.00 -0.53 2.99
H 1.051186 -2.338351 -4.940334 0.20 0.03 0.27
C -1.221579 1.425547 -3.338231 0.47 0.14 0.76
H 0.708240 2.155046 -2.941120 -0.35 0.24 -0.06
H -1.093241 -2.581070 -3.379138 0.28 0.27 -0.73
H -1.644496 1.972372 -2.478217 0.35 -0.11 -0.46
C -1.598562 -0.871486 -4.628209 -1.47 0.52 -0.45
H -2.502581 -1.508835 -4.752759 0.16 0.59 -0.39
H -1.178171 -0.624213 -5.624795 -0.45 -0.15 0.23
C 1.612452 -0.416408 -4.161110 0.09 -0.19 -0.19
H 2.469565 -0.608674 -4.845732 -0.57 0.10 0.24
H 2.094792 -0.216299 -3.201203 -0.19 0.27 0.18
C 0.858183 0.847351 -4.651629 0.67 -0.19 -0.36
H 0.217055 0.603176 -5.509084 0.52 0.20 0.12
H 1.662508 1.531218 -4.964508 -0.36 -0.05 -0.30
C -2.160924 0.470125 -3.974801 -0.50 -0.67 -0.83
H -2.702637 0.993818 -4.780556 -0.10 -0.08 0.16
H -2.929981 0.173523 -3.233183 0.40 0.10 -0.26
Sr -0.234656 -1.834896 -0.134877 -1.28 -0.16 -2.42
H 1.060078 -2.230691 -3.063108 0.50 0.23 -1.85
Se -1.251539 1.029326 0.589338 -0.12 -0.19 0.07
P 0.340228 0.302786 1.812896 0.49 0.73 0.95
Se 2.061723 -0.347084 0.623140 0.34 0.13 0.61
C 0.918101 1.521902 3.028778 0.16 -0.02 0.20
C 0.928627 1.309688 4.409612 0.14 0.27 0.14
C 1.439468 2.309377 5.255384 -0.07 -0.24 -0.29
C 1.958686 3.485377 4.713335 0.04 0.10 -0.16
C 1.967481 3.688042 3.324983 -0.22 -0.51 0.17
C 1.437646 2.697531 2.492779 0.21 0.57 -0.20
C -0.354527 -1.074031 2.841406 -0.22 -0.14 -0.79
C 0.045252 -2.393442 2.598848 -0.06 -0.70 0.83
C -0.628085 -3.455692 3.240701 -0.10 0.42 0.20
C -1.701265 -3.178292 4.099496 0.19 -0.10 -0.19
C -2.148164 -1.864252 4.278180 0.32 0.49 0.00
C -1.487283 -0.810954 3.632514 0.04 -0.40 0.07
H 0.556037 0.371805 4.828442 0.14 0.37 -0.09
H 1.444906 2.149962 6.336573 0.00 0.07 -0.38
H 2.374188 4.257720 5.369274 -0.19 -0.34 -0.22
H 2.392366 4.599059 2.902384 -0.16 -0.27 0.11
H 1.432356 2.824098 1.401312 0.04 0.04 0.50
H 0.935333 -2.622442 1.975719 -0.35 0.29 0.68
H -0.288192 -4.485712 3.106619 -0.13 0.36 0.00
H -2.194424 -3.989366 4.642091 0.17 0.24 -0.29
H -2.990573 -1.638342 4.948040 0.41 -0.21 -0.43
H -1.835999 0.222337 3.717789 0.06 -0.40 0.06
```
Forces are in eV/Å.

Kohn-Sham gap (alpha / beta), eV: 3.7113 / 3.7082
Relative energy (zero: lowest compared OMol25 entry of this formula, charge and spin), kcal/mol: 7.5
Multiplicity: 1
Lowest unoccupied orbital energy (alpha / beta), eV: -0.780 / -0.777

Let us look at the Mulliken charges, expressed in e, one per atom: atom 1 (C): -0.415, atom 2 (C): -0.176, atom 3 (C): -0.108, atom 4 (H): 0.239, atom 5 (C): -0.405, atom 6 (H): 0.319, atom 7 (H): 0.612, atom 8 (H): 0.472, atom 9 (C): -1.356, atom 10 (H): 0.346, atom 11 (H): 0.380, atom 12 (C): -0.313, atom 13 (H): 0.346, atom 14 (H): 0.154, atom 15 (C): -0.848, atom 16 (H): 0.288, atom 17 (H): 0.384, atom 18 (C): -0.587, atom 19 (H): 0.300, atom 20 (H): 0.227, atom 21 (Sr): 0.968, atom 22 (H): -0.255, atom 23 (Se): -0.202, atom 24 (P): 0.179, atom 25 (Se): -0.506, atom 26 (C): 0.710, atom 27 (C): -0.262, atom 28 (C): -0.663, atom 29 (C): -0.393, atom 30 (C): -0.736, atom 31 (C): -0.596, atom 32 (C): 0.561, atom 33 (C): -0.424, atom 34 (C): -0.743, atom 35 (C): -0.476, atom 36 (C): -0.639, atom 37 (C): -0.601, atom 38 (H): 0.306, atom 39 (H): 0.364, atom 40 (H): 0.354, atom 41 (H): 0.379, atom 42 (H): 0.234, atom 43 (H): 0.970, atom 44 (H): 0.421, atom 45 (H): 0.379, atom 46 (H): 0.369, atom 47 (H): 0.445

Number 1: E -30794.2306 eV. Number 2: E -32830.4866 eV. Number 3: E -32839.3919 eV. Number 4: E -161927.6892 eV.